Here is C2HN3O2S as an isolated structure from the Open Molecules 2025 dataset. Energies are from ωB97M-V/def2-TZVPD.

## Properties
gap between HOMO and LUMO = 9.800 eV
calculated total energy = -789.568933 hartree
energy above the lowest of the compared OMol25 structures with the same formula, charge and spin = 102.3 kcal per mole

Cartesian coordinates (Å):
C (2.151, 0.427, 0.074)
C (-0.622, -0.425, 0.093)
H (1.841, 1.770, 0.134)
N (-1.709, -1.333, 0.122)
N (-2.755, -0.644, -0.067)
N (-0.898, 0.779, 0.015)
O (3.287, -0.031, -0.075)
O (-2.353, 0.648, -0.181)
S (1.058, -1.190, -0.116)